{"formula": "C7H15NOS2", "method": "ωB97M-V/def2-TZVPD", "elements": ["C", "C", "C", "O", "C", "S", "S", "H", "H", "H", "H", "H", "H", "H", "C", "N", "C", "C", "H", "H", "H", "H", "H", "H", "H", "H"], "coordinates": [[-1.8578, -3.8348, 0.5381], [-1.4804, -2.4254, 0.1268], [-2.0642, -2.0705, -1.2064], [-0.0007, -2.4397, 0.0973], [0.6767, -1.2798, 0.1671], [2.0781, -1.0630, 1.0257], [0.1117, 0.1630, -0.5832], [-2.9467, -3.9374, 0.5685], [-1.4555, -4.5596, -0.1803], [-1.4649, -4.0723, 1.5324], [-1.8031, -1.7065, 0.8911], [-3.1542, -2.1463, -1.1346], [-1.8178, -1.0448, -1.5010], [-1.7171, -2.7674, -1.9779], [0.6498, 3.2378, -0.9487], [1.4321, 2.4941, 0.0024], [2.5414, 3.1639, 0.6203], [0.8571, 1.3761, 0.6596], [1.2791, 4.0574, -1.3216], [0.3459, 2.5878, -1.7794], [-0.2605, 3.6692, -0.4927], [2.8502, 3.9978, -0.0279], [2.2724, 3.5601, 1.6166], [3.3733, 2.4567, 0.7507], [1.6137, 0.9256, 1.3462], [-0.0585, 1.6578, 1.2109]], "e_lumo_ev": 0.3, "charge": 0, "homo_ev": -7.9, "de_lowest_ev": 2.923, "orbital_gap_ev": 8.183}